Entry 1:
Here is a structure of composition C48H81N7PdSi5Te from OMol25. Energies are from wB97M-V/def2-TZVPD.

## Properties
- HOMO-LUMO gap (Ha) = 0.2061
- ΔE to the lowest compared entry with this formula, charge and spin (kcal per mole) = 41.0
- HOMO level (eV) = -5.45

Each line ends with the Mulliken charge.
Geometry (Å):
Pd  1.186  1.737  -0.562  -0.34
C  0.961  0.679  -2.306  -1.88
Si  1.659  -0.404  -0.049  0.19
C  -1.611  -0.489  -1.314  0.00
N  -2.210  0.204  -2.399  0.67
C  -3.024  -0.617  -3.298  0.07
C  -4.531  -0.435  -3.056  -1.04
C  -4.803  -0.146  -1.583  -0.31
C  -4.122  1.165  -1.151  0.03
C  -2.883  1.442  -2.019  -0.10
C  3.414  -1.047  -0.312  1.12
C  3.715  -2.119  -1.152  -0.27
C  5.018  -2.571  -1.308  -0.79
C  6.054  -1.958  -0.620  -0.69
C  5.778  -0.891  0.225  -0.88
C  4.475  -0.441  0.367  0.26
C  1.058  -0.921  1.667  1.90
C  1.889  -0.754  2.778  0.00
C  1.422  -0.963  4.068  -1.06
C  0.105  -1.353  4.275  -0.91
C  -0.731  -1.542  3.184  -0.64
C  -0.258  -1.329  1.896  0.12
H  0.209  1.168  -2.932  0.81
H  1.902  0.583  -2.857  0.69
H  -2.171  -1.342  -0.912  -0.45
H  -1.335  0.204  -0.516  -0.32
H  -2.739  -1.661  -3.143  -0.42
H  -2.779  -0.380  -4.339  0.41
H  -5.062  -1.330  -3.388  0.55
H  -4.910  0.395  -3.660  0.44
H  -4.428  -0.978  -0.981  -0.35
H  -5.877  -0.097  -1.398  0.58
H  -3.827  1.102  -0.100  -0.43
H  -4.813  2.009  -1.227  0.69
H  -2.174  2.095  -1.507  -0.51
H  -3.171  1.952  -2.942  0.52
H  2.920  -2.632  -1.682  0.15
H  5.221  -3.410  -1.962  0.47
H  7.070  -2.310  -0.738  0.37
H  6.581  -0.411  0.771  0.43
H  4.278  0.396  1.027  -0.14
H  2.924  -0.460  2.640  0.27
H  2.089  -0.835  4.912  0.44
H  -0.260  -1.530  5.279  0.37
H  -1.754  -1.865  3.331  0.26
H  -0.927  -1.497  1.060  -0.56
C  0.318  4.272  3.918  -0.78
N  1.476  3.451  3.630  0.74
C  1.935  2.630  4.732  -1.17
C  1.872  3.101  2.338  -2.20
N  1.078  2.720  1.390  2.11
C  -0.309  2.585  1.624  -0.21
C  -0.789  1.745  2.594  0.33
C  -2.166  1.684  2.877  -1.45
C  -3.037  2.499  2.215  -0.70
C  -2.582  3.352  1.177  1.48
C  -3.495  4.196  0.496  -1.01
C  -3.070  4.986  -0.530  -1.23
C  -1.733  4.919  -0.964  -0.55
C  -0.814  4.104  -0.344  -0.16
N  0.439  3.890  -0.948  1.09
C  1.194  4.886  -1.308  -0.41
N  2.083  4.746  -2.337  0.52
C  3.395  5.356  -2.315  -1.29
C  1.805  3.859  -3.450  -0.93
N  1.217  6.108  -0.677  0.49
C  1.262  7.348  -1.426  -1.26
C  0.841  6.241  0.713  -1.06
C  -1.212  3.346  0.810  -0.07
N  3.217  3.208  2.133  0.80
C  3.829  2.989  0.834  -1.34
C  4.068  3.947  3.057  -1.37
H  0.596  5.017  4.670  0.39
H  -0.526  3.690  4.301  0.25
H  -0.018  4.797  3.027  0.12
H  1.127  1.986  5.099  0.30
H  2.286  3.252  5.562  0.31
H  2.751  1.986  4.410  0.31
H  -0.089  1.140  3.158  0.24
H  -2.517  1.006  3.645  0.38
H  -4.094  2.495  2.454  0.42
H  -4.534  4.189  0.801  0.45
H  -3.766  5.631  -1.051  0.38
H  -1.428  5.458  -1.853  0.52
H  3.547  6.023  -3.169  0.34
H  4.163  4.578  -2.352  0.35
H  3.525  5.931  -1.402  0.43
H  1.004  3.180  -3.187  0.11
H  2.691  3.264  -3.678  0.36
H  1.530  4.430  -4.343  0.24
H  1.440  7.148  -2.479  0.38
H  2.054  8.002  -1.052  0.34
H  0.308  7.876  -1.330  0.36
H  0.990  5.286  1.210  0.21
H  -0.202  6.549  0.838  0.30
H  1.487  6.987  1.183  0.52
H  4.853  2.642  0.972  0.53
H  3.854  3.926  0.264  0.39
H  3.288  2.240  0.256  0.12
H  4.649  3.279  3.698  0.29
H  3.479  4.610  3.684  0.41
H  4.769  4.547  2.476  0.46
C  1.017  -5.351  -3.243  -1.04
Si  -0.790  -5.162  -2.712  0.38
C  -1.657  -4.201  -4.097  -0.96
C  -1.575  -6.881  -2.758  -1.06
Si  -0.862  -3.972  -0.702  0.88
Te  0.280  -1.397  -1.922  -0.72
Si  -3.045  -4.391  0.016  0.02
C  -3.377  -6.158  0.603  -1.05
C  -4.311  -4.067  -1.353  -0.87
C  -3.501  -3.270  1.471  -1.00
Si  0.444  -5.294  0.723  0.57
C  2.264  -4.810  0.590  -0.58
C  0.352  -7.147  0.359  -1.19
C  -0.022  -5.095  2.544  -0.70
H  1.097  -5.885  -4.195  0.41
H  1.591  -5.904  -2.497  0.23
H  1.492  -4.373  -3.368  0.19
H  -1.522  -4.712  -5.056  0.47
H  -1.262  -3.188  -4.204  0.15
H  -2.731  -4.126  -3.909  0.24
H  -1.503  -7.300  -3.766  0.41
H  -2.633  -6.839  -2.493  0.24
H  -1.086  -7.569  -2.067  0.28
H  -3.172  -6.880  -0.189  0.23
H  -4.422  -6.274  0.905  0.39
H  -2.750  -6.422  1.457  0.26
H  -4.259  -4.853  -2.112  0.34
H  -4.141  -3.114  -1.856  -0.12
H  -5.328  -4.057  -0.951  0.41
H  -2.822  -3.456  2.307  0.08
H  -4.522  -3.462  1.815  0.59
H  -3.427  -2.210  1.208  0.17
H  2.635  -4.934  -0.430  0.12
H  2.885  -5.423  1.250  0.48
H  2.407  -3.763  0.869  -0.13
H  0.757  -7.385  -0.627  0.28
H  -0.676  -7.512  0.394  0.30
H  0.934  -7.700  1.103  0.40
H  0.132  -4.070  2.884  -0.06
H  0.604  -5.751  3.157  0.48
H  -1.064  -5.359  2.732  0.17

Entry 2:
Here is the molecule C18H21NO from OMol25. Energies are from wB97M-V/def2-TZVPD.

## Properties
- HOMO-LUMO gap (Ha) = 0.3541
- ΔE to the lowest compared entry with this formula, charge and spin (kcal per mole) = 0.0
- HOMO level (eV) = -8.85

Each line ends with the Mulliken charge.
Geometry (Å):
C  1.428  1.410  4.228  -1.73
C  1.054  0.534  3.072  0.95
C  2.031  0.043  2.214  -0.59
C  1.679  -0.766  1.154  -1.21
C  0.348  -1.096  0.912  1.06
C  0.093  -1.905  -0.318  0.12
O  0.783  -2.851  -0.645  -0.69
N  -0.954  -1.461  -1.061  -0.06
C  -1.149  -1.888  -2.426  -0.96
C  -0.317  -1.072  -3.423  -0.53
C  -0.724  0.406  -3.496  -1.19
C  -0.436  1.156  -2.224  0.56
C  -1.468  1.666  -1.443  -0.46
C  -1.200  2.316  -0.250  -0.60
C  0.106  2.469  0.179  -0.39
C  1.142  1.981  -0.599  -0.63
C  0.873  1.333  -1.790  -0.09
C  -0.641  -0.643  1.786  0.88
C  -2.088  -1.018  1.645  -1.91
C  -0.264  0.167  2.850  -0.57
H  1.837  0.805  5.038  0.38
H  2.188  2.131  3.935  0.39
H  0.561  1.945  4.609  0.38
H  3.068  0.297  2.380  0.44
H  2.432  -1.155  0.485  0.45
H  -1.359  -0.573  -0.808  0.08
H  -2.214  -1.811  -2.665  0.43
H  -0.843  -2.935  -2.480  0.46
H  -0.433  -1.519  -4.412  0.42
H  0.732  -1.153  -3.137  0.34
H  -1.788  0.476  -3.733  0.35
H  -0.168  0.872  -4.314  0.38
H  -2.493  1.552  -1.773  0.27
H  -2.014  2.703  0.346  0.44
H  0.316  2.968  1.113  0.42
H  2.164  2.105  -0.274  0.43
H  1.688  0.959  -2.392  0.42
H  -2.206  -1.940  1.083  0.37
H  -2.641  -0.227  1.136  0.29
H  -2.534  -1.149  2.629  0.54
H  -1.029  0.521  3.528  0.40

Entry 3:
Here is a cluster of 2 separate species, C4H13N2O in total at a distorted geometry from OMol25. Energies are from wB97M-V/def2-TZVPD.

## Properties
- charge = +1
- HOMO-LUMO gap (Ha) = 0.3272
- ΔE to the lowest compared entry with this formula, charge and spin (kcal per mole) = 68.5
- HOMO level (eV) = -12.57

Each line ends with the Mulliken charge.
Geometry (Å):
C  1.596  -1.652  -0.692  -1.09
C  1.354  -0.269  0.020  -0.82
C  0.086  0.389  -0.472  0.09
C  -0.146  0.938  -1.685  -0.01
N  -1.328  1.297  -2.315  -0.50
N  -0.984  0.429  0.654  -0.32
H  1.700  -1.391  -1.665  0.34
H  0.692  -2.266  -0.490  0.28
H  2.387  -2.178  -0.392  0.44
H  1.180  -0.382  1.071  0.27
H  2.206  0.344  -0.038  0.37
H  0.737  0.795  -2.347  0.34
H  -2.025  1.910  -1.860  0.21
H  -1.337  1.575  -3.285  0.25
H  -1.767  -0.210  0.393  0.39
H  -0.616  0.165  1.660  0.34
H  -1.456  1.535  0.665  0.45
H  -0.801  0.387  3.921  0.33
H  -1.023  -1.079  3.456  0.33
O  -0.454  -0.337  3.401  -0.71

Entry 4:
Here is the molecule C11H13P at a distorted geometry from OMol25. Energies are from wB97M-V/def2-TZVPD.

## Properties
- HOMO-LUMO gap (alpha / beta) (Ha) = 0.2767 / 0.2388
- ΔE to the lowest compared entry with this formula, charge and spin (kcal per mole) = 82.1
- HOMO level (alpha / beta) (eV) = -7.22 / -7.23

Each line ends with the Mulliken charge.
Geometry (Å):
C  0.763  4.660  0.625  -0.46
C  0.401  3.915  1.748  -0.36
C  0.956  4.085  -0.566  -0.24
C  0.345  2.494  1.648  -0.43
C  1.032  2.675  -0.683  -0.56
C  0.632  1.842  0.423  0.78
C  0.704  0.507  0.241  -0.53
C  0.199  -3.530  -0.464  -0.55
C  1.045  -2.270  -0.132  -0.64
C  -1.215  -3.161  -0.123  -0.10
C  -2.355  -3.330  -1.056  -1.34
P  -0.203  -0.889  0.194  0.13
H  0.560  5.757  0.543  0.26
H  0.137  4.295  2.725  0.36
H  1.083  4.773  -1.439  0.30
H  -0.131  1.830  2.395  0.32
H  1.234  2.379  -1.688  0.36
H  0.421  -3.892  -1.446  0.35
H  0.500  -4.354  0.267  0.18
H  1.926  -2.368  0.621  0.42
H  1.562  -2.064  -1.061  0.29
H  -1.512  -3.396  0.944  0.34
H  -2.943  -2.467  -0.869  0.37
H  -2.987  -4.175  -0.797  0.34
H  -2.153  -3.316  -2.054  0.41

Entry 5:
Here is a structure of composition C19H27BNO2PPd at a distorted geometry from OMol25. Energies are from wB97M-V/def2-TZVPD.

## Properties
- charge = +2
- HOMO-LUMO gap (alpha / beta) (Ha) = 0.2455 / 0.2058
- ΔE to the lowest compared entry with this formula, charge and spin (kcal per mole) = 0.0
- HOMO level (alpha / beta) (eV) = -12.06 / -15.25
- spin multiplicity = 5

Each line ends with the Mulliken charge.
Geometry (Å):
C  2.806  -3.293  1.843  -0.83
C  3.240  -2.199  1.113  -0.86
C  2.307  -1.275  0.584  1.06
C  0.965  -1.500  0.810  1.33
C  0.530  -2.533  1.614  0.74
C  1.456  -3.443  2.145  -0.69
C  2.781  -0.053  -0.147  -0.90
C  2.291  0.151  -1.577  -0.62
N  0.927  -0.375  -1.896  0.43
Pd  -0.426  -0.221  -0.150  -1.44
C  -0.948  -2.682  1.877  -1.27
P  -1.773  -2.032  0.388  1.23
H  4.297  -2.036  0.916  0.48
H  1.091  -4.266  2.765  0.49
H  3.531  -4.034  2.216  0.42
H  -1.275  -2.060  2.723  0.48
H  -1.235  -3.715  2.085  0.61
H  2.493  0.839  0.435  0.22
H  3.872  -0.085  -0.173  0.51
H  2.271  1.231  -1.777  0.41
C  -3.541  -1.914  0.682  -1.22
C  -1.627  -3.502  -0.690  -1.52
H  2.988  -0.326  -2.282  0.33
C  0.973  -1.784  -2.350  -1.32
C  0.310  0.449  -2.965  -1.09
H  -1.455  -0.063  1.123  -0.07
H  1.553  -1.843  -3.282  0.43
H  1.442  -2.413  -1.589  0.39
H  -0.048  -2.135  -2.535  0.30
H  0.794  0.259  -3.927  0.37
H  -0.753  0.205  -3.031  0.26
H  0.410  1.507  -2.713  0.45
H  -2.181  -4.342  -0.250  0.47
H  -2.050  -3.286  -1.677  0.42
H  -0.587  -3.820  -0.826  0.35
H  -3.958  -2.887  0.962  0.43
H  -3.718  -1.184  1.475  0.40
H  -4.013  -1.562  -0.244  0.41
H  -1.734  1.117  0.203  -0.02
O  -0.525  2.836  -0.911  -0.35
B  -0.614  1.847  0.142  0.36
O  -0.286  2.501  1.389  -0.39
C  -0.317  3.838  1.125  0.94
C  -0.626  4.827  2.053  -0.93
C  -1.284  5.972  1.587  -0.35
C  -1.526  6.152  0.224  -0.42
C  -1.081  5.228  -0.730  -0.81
C  -0.501  4.058  -0.269  0.55
H  -0.401  4.668  3.103  0.47
H  -1.574  6.734  2.306  0.42
H  -2.038  7.056  -0.109  0.42
H  -1.234  5.390  -1.788  0.49

Entry 6:
Here is the molecule C4H7Cl2N at a distorted geometry from OMol25. Energies are from wB97M-V/def2-TZVPD.

## Properties
- HOMO-LUMO gap (Ha) = 0.3764
- ΔE to the lowest compared entry with this formula, charge and spin (kcal per mole) = 13.8
- HOMO level (eV) = -9.37

Each line ends with the Mulliken charge.
Geometry (Å):
Cl  -0.462  1.862  -0.930  -0.17
C  -0.345  0.128  -0.481  -0.04
Cl  0.138  -0.895  -1.834  -0.17
C  0.637  -0.030  0.699  -0.10
C  0.045  0.412  2.032  -0.62
C  -0.180  -1.091  2.315  -0.40
N  0.717  -1.431  1.222  -0.54
H  -1.244  -0.249  -0.097  0.30
H  1.610  0.365  0.473  0.43
H  0.798  0.864  2.703  0.27
H  -0.847  1.061  1.943  0.26
H  -1.258  -1.323  2.083  0.24
H  0.142  -1.465  3.300  0.29
H  0.349  -2.183  0.640  0.25